The following is a DFT calculation (ωB97M-V with the def2-TZVPD basis set) of the molecule C2H4N2S in a non-equilibrium geometry.

Geometry as XYZ:
```
9
Properties=species:S:1:pos:R:3:forces:R:3:lowdin_charge:R:1
C 1.39661 0.08771 -0.41085 -1.009 -1.697 -2.593 -0.353
S 0.30451 -1.35123 -0.13924 0.573 1.101 -0.345 0.869
N -0.79410 -0.33587 0.68342 0.484 -1.570 2.391 -0.373
C -1.83808 0.16362 0.09765 -3.512 2.336 -2.108 -0.444
N -2.75213 0.72618 -0.37745 1.687 -1.209 0.790 0.133
H 2.10799 -0.05095 -1.19458 1.006 -0.647 -0.022 0.038
H 1.71529 0.44139 0.47280 1.871 0.704 3.144 -0.008
H 0.85235 0.89759 -0.79274 -1.538 0.895 -0.734 0.021
H -0.99244 -0.57842 1.66100 0.437 0.088 -0.523 0.116
```
Forces are in eV/Å.

SMILES = CSNC#N
ΔE to the lowest compared entry with this formula, charge and spin = 28.5 kcal per mole
Frontier orbital gap = 10.23 eV
Multiplicity = 1
HOMO level = -9.766 eV